Entry from OMol25: a molecular structure, C48H54BN15O3S6Ti in a non-equilibrium geometry (ωB97M-V with the def2-TZVPD basis set).

Each line ends with the Löwdin charge.
Atoms and positions in Å:
Ti1 0.26404 -0.14813 -1.03945  0.8235
C1 -4.90391 1.74494 0.41673  -0.0341
C2 -4.88275 0.27838 0.84765  -0.5341
C3 -6.27887 -0.11074 1.32831  -0.0526
C4 -4.48982 -0.64831 -0.30243  -0.0376
N1 -3.91712 0.09284 1.97647  -0.0010
C5 -4.27267 -0.31006 3.25461  -0.0648
C6 -3.13578 -0.45065 3.96102  -0.0860
N2 -2.08957 -0.11702 3.13789  -0.0088
B1 -0.61885 -0.36998 3.48529  -0.5880
N3 0.22236 0.94354 3.20239  0.0519
C7 0.01557 1.95955 4.10934  -0.0396
C8 0.73541 3.02760 3.72475  -0.0265
N4 1.40688 2.67154 2.56859  0.0211
C9 1.05309 1.39426 2.25587  -0.6256
S1 1.70292 0.50025 0.92743  0.7541
C10 2.34816 3.59269 1.83845  -0.5277
C11 1.83189 3.86323 0.42677  -0.0342
C12 2.41347 4.92298 2.58596  -0.0549
C13 3.75285 2.99168 1.81411  -0.0351
N5 -0.12965 -1.69030 2.84050  0.0525
C14 1.09991 -2.15636 3.31170  -0.0791
C15 1.01534 -3.47777 3.49049  -0.0709
N6 -0.28372 -3.87128 3.15327  0.0124
C16 -0.97592 -2.77116 2.71249  -0.6566
S2 -2.53609 -2.76285 2.08298  0.7672
C17 -0.88156 -5.19264 3.52786  -0.5455
C18 -1.57777 -5.87359 2.34692  -0.0596
C19 0.23519 -6.10906 4.02828  -0.0524
C20 -1.86886 -4.96723 4.67360  -0.0422
C21 -2.57051 0.21639 1.93122  -0.6462
S3 -1.64074 0.88843 0.64896  0.8143
H1 -5.61876 1.86579 -0.40033  0.0917
H2 -3.92437 2.06850 0.06879  0.0362
H3 -5.21563 2.38178 1.24833  0.0907
H4 -6.96455 0.01026 0.49073  0.0911
H5 -6.62818 0.53128 2.13902  0.0860
H6 -6.31878 -1.15393 1.64761  0.0931
H7 -5.28549 -0.64892 -1.05046  0.0957
H8 -4.34126 -1.66766 0.06106  0.0670
H9 -3.56947 -0.31855 -0.77810  0.0326
H10 -5.28663 -0.49206 3.55012  0.1135
H11 -2.98155 -0.79286 4.96925  0.1283
H12 -0.56339 -0.49996 4.69022  0.1285
H13 -0.62660 1.82810 4.96248  0.1266
H14 0.83481 3.98666 4.19248  0.1125
H15 0.78193 4.16330 0.45826  0.1015
H16 1.94856 2.98922 -0.20760  0.0270
H17 2.40669 4.67508 -0.02298  0.0902
H18 1.44619 5.42843 2.60514  0.0923
H19 3.11162 5.56510 2.05065  0.0932
H20 2.78452 4.80481 3.60549  0.0880
H21 3.76370 2.01408 1.33824  0.0353
H22 4.14973 2.90138 2.82811  0.0924
H23 4.40502 3.65382 1.24155  0.0942
H24 1.92952 -1.48811 3.47667  0.1212
H25 1.77156 -4.16586 3.81521  0.1080
H26 -1.73775 -6.92552 2.59294  0.0840
H27 -0.97640 -5.80392 1.44518  0.0695
H28 -2.53610 -5.40762 2.13297  0.0298
H29 0.99215 -6.28635 3.25981  0.0786
H30 -0.20935 -7.06925 4.28692  0.0887
H31 0.71800 -5.71221 4.92257  0.0831
H32 -2.68008 -4.31319 4.35644  0.0471
H33 -1.35787 -4.51621 5.52792  0.0889
H34 -2.29055 -5.92574 4.98496  0.0894
C22 3.83188 -3.09750 1.17845  -0.0606
C23 3.16008 -4.33535 1.40010  -0.0769
C24 1.94404 -4.56455 0.86065  -0.0119
C25 1.28131 -3.57442 0.05671  -0.2995
N7 2.01014 -2.42040 -0.16403  -0.0805
C26 3.25331 -2.19144 0.36715  -0.0936
N8 0.12125 -3.78997 -0.48394  0.1599
C27 -0.36858 -3.06683 -1.57259  -0.4842
N9 -0.88702 -1.66175 -1.57633  -0.0407
C28 -1.83526 -1.58839 -2.58561  -0.2988
N10 -2.34999 -0.56736 -3.17992  0.1759
C29 -2.02491 0.72022 -2.87181  -0.3058
C30 -2.85937 1.71977 -3.37920  0.0134
C31 -2.70605 3.02146 -2.96577  -0.0195
C32 -1.71281 3.33326 -2.04555  -0.0713
C33 -0.86104 2.33778 -1.66040  -0.2618
N11 -0.98492 1.05064 -2.06937  -0.0673
C34 -2.18996 -2.94149 -3.02940  -0.1077
C35 -3.17877 -3.36819 -3.90017  -0.0011
C36 -3.29980 -4.73450 -4.10235  -0.0707
C37 -2.44897 -5.63274 -3.45153  -0.0634
C38 -1.45662 -5.19066 -2.58760  0.0030
C39 -1.34259 -3.82690 -2.39719  -0.1354
H35 4.79737 -2.88568 1.61314  0.1054
H36 3.64735 -5.10812 1.98235  0.1129
H37 1.44393 -5.51385 0.95912  0.1093
H38 3.70264 -1.24695 0.10328  0.0953
H39 -3.64098 1.41128 -4.05709  0.1167
H40 -3.35775 3.79941 -3.34366  0.1213
H41 -1.55370 4.34120 -1.69440  0.1105
H42 -0.08281 2.53516 -0.93572  0.0667
H43 -3.82889 -2.65205 -4.38630  0.1153
H44 -4.06816 -5.11388 -4.76341  0.1018
H45 -2.56963 -6.69469 -3.62638  0.1033
H46 -0.79244 -5.87647 -2.07814  0.1170
N12 6.22178 6.85346 -4.50902  0.1008
C40 4.97015 6.27167 -4.39327  -0.3182
C41 4.50025 5.40054 -5.38194  -0.0298
C42 3.27227 4.78605 -5.24660  -0.0834
C43 2.49520 5.03355 -4.12185  -0.3636
C44 2.93770 5.91711 -3.14394  -0.0875
C45 4.17046 6.52708 -3.27427  -0.0325
S4 0.94085 4.23323 -3.92965  0.5848
O1 0.53254 3.81685 -5.24445  -0.2970
O2 0.10353 5.15002 -3.19452  -0.3196
N13 1.10043 2.94043 -3.00003  -0.1209
C46 2.10424 2.15565 -2.74568  -0.6453
S5 3.79732 2.70981 -2.73309  1.0558
C47 4.31847 1.10140 -2.40036  -0.4043
C48 3.26577 0.29585 -2.24490  -0.2997
N14 1.98173 0.85798 -2.34024  -0.0385
H47 6.63562 6.86318 -5.42461  0.0891
H48 6.39180 7.68379 -3.96961  0.0884
H49 5.11030 5.21004 -6.25815  0.1126
H50 2.90026 4.11216 -6.00773  0.1186
H51 2.30103 6.12043 -2.29175  0.1096
H52 4.52157 7.21725 -2.51516  0.1099
H53 5.36091 0.82547 -2.40736  0.0667
H54 3.37226 -0.76275 -2.13078  0.0750
O3 2.18782 -3.59150 -2.67521  -0.4482
S6 1.19969 -2.50807 -2.60325  1.0266
N15 1.53960 -1.58759 -1.18323  -0.4161

As for the HOMO energy: -6.9322 eV. For the total energy, the calculation gives -6172.19939 a.u. The energy above the lowest of the compared OMol25 structures with the same formula, charge and spin comes out at 3.213 eV.

=====

Entry from OMol25: a molecular structure, C48H54BN15O3S6Ti in a non-equilibrium geometry (ωB97M-V with the def2-TZVPD basis set).

Each line ends with the Löwdin charge.
Atoms and positions in Å:
Ti1 0.24010 0.62603 0.74433  0.8399
C1 1.37667 -6.19459 -4.70218  -0.0558
C2 1.71540 -4.91059 -3.93667  -0.5507
C3 1.87676 -5.21711 -2.45068  -0.0262
C4 3.01263 -4.36294 -4.53031  -0.0768
N1 0.58077 -3.95463 -4.06471  -0.0036
C5 -0.72800 -4.40823 -4.19916  -0.0538
C6 -1.53617 -3.35839 -4.01420  -0.0619
N2 -0.75498 -2.25188 -3.72728  0.0277
B1 -1.52026 -0.91856 -3.54597  -0.5775
N3 -0.65713 0.32463 -3.86828  0.0474
C7 -0.15264 0.33211 -5.14983  -0.0835
C8 0.61797 1.41818 -5.29098  -0.0547
N4 0.59302 2.10291 -4.08856  0.0144
C9 -0.19778 1.41229 -3.21394  -0.5932
S1 -0.70446 1.96551 -1.67023  0.8023
C10 1.30656 3.42201 -4.01486  -0.5298
C11 1.24004 4.10952 -2.65894  -0.1001
C12 2.77518 3.16822 -4.37262  -0.0276
C13 0.65153 4.35204 -5.04213  -0.0282
N5 -2.36975 -0.97172 -2.22651  0.0405
C14 -3.74288 -0.87497 -2.32030  -0.0491
C15 -4.27362 -1.33713 -1.17427  -0.0539
N6 -3.22423 -1.71108 -0.34959  0.0118
C16 -2.05808 -1.46851 -1.01055  -0.6359
S2 -0.43735 -1.66016 -0.47519  0.7377
C17 -3.51257 -2.47963 0.90518  -0.5240
C18 -4.05258 -3.84623 0.47859  -0.0231
C19 -4.56376 -1.70622 1.70643  -0.0176
C20 -2.29491 -2.68094 1.79766  -0.0716
C21 0.55599 -2.61602 -3.72833  -0.7019
S3 1.86541 -1.60180 -3.41167  0.6510
H1 2.27050 -6.81636 -4.73461  0.0855
H2 1.07790 -5.97563 -5.72863  0.0935
H3 0.59516 -6.78025 -4.21894  0.0740
H4 2.73178 -5.87671 -2.28871  0.0894
H5 0.97905 -5.70342 -2.06249  0.0887
H6 2.03321 -4.29057 -1.90011  0.0617
H7 3.75818 -5.15951 -4.49928  0.0815
H8 3.37871 -3.50364 -3.97947  0.0028
H9 2.86545 -4.06222 -5.56919  0.0909
H10 -0.97433 -5.41967 -4.45072  0.1058
H11 -2.60800 -3.29147 -4.07898  0.1183
H12 -2.36705 -0.94569 -4.41255  0.1202
H13 -0.38419 -0.44914 -5.85111  0.1316
H14 1.18494 1.75410 -6.13731  0.1200
H15 1.71330 3.54160 -1.86080  0.0341
H16 0.22288 4.32684 -2.34903  0.0446
H17 1.77988 5.05359 -2.75607  0.0986
H18 3.17293 2.34223 -3.78267  0.0619
H19 3.35670 4.06261 -4.15051  0.0928
H20 2.91232 2.93141 -5.42821  0.0781
H21 -0.38449 4.54660 -4.76097  0.0950
H22 0.66427 3.93402 -6.04826  0.0739
H23 1.18813 5.30103 -5.05991  0.0905
H24 -4.22140 -0.50672 -3.20896  0.1253
H25 -5.30108 -1.40958 -0.87406  0.1208
H26 -4.96411 -3.75206 -0.11323  0.0805
H27 -4.27623 -4.44202 1.36418  0.0913
H28 -3.30619 -4.37453 -0.11692  0.0935
H29 -5.52950 -1.65870 1.20370  0.0782
H30 -4.22574 -0.68921 1.90640  0.0700
H31 -4.71611 -2.21002 2.66071  0.0937
H32 -1.54166 -3.31265 1.33441  0.0561
H33 -2.64546 -3.16310 2.71194  0.0947
H34 -1.82583 -1.73504 2.05826  0.0440
C22 4.29235 -3.19644 -0.37042  -0.0757
C23 3.86875 -4.21903 0.47262  -0.0829
C24 2.93575 -3.93839 1.44090  -0.0129
C25 2.46749 -2.62168 1.56688  -0.3444
N7 2.83115 -1.65103 0.73913  0.1313
C26 3.72564 -1.95059 -0.20458  -0.1600
N8 1.77127 -2.32410 2.71594  0.1931
C27 0.99713 -1.40998 3.11937  -0.2623
N9 0.13478 -0.46731 2.49806  -0.0045
C28 -0.54038 0.18278 3.52070  -0.2991
N10 -1.53722 0.99625 3.50092  0.1543
C29 -2.30022 1.29718 2.39763  -0.3503
C30 -3.50109 1.95262 2.68842  -0.0147
C31 -4.41519 2.19790 1.69301  -0.0472
C32 -4.11103 1.76704 0.41168  -0.0509
C33 -2.89271 1.17048 0.18889  -0.2174
N11 -1.96972 0.93023 1.14053  0.0473
C34 -0.06865 -0.28793 4.83385  -0.1066
C35 -0.44753 0.06415 6.11705  -0.0050
C36 0.14562 -0.62903 7.16230  -0.0732
C37 1.07336 -1.64527 6.91648  -0.0704
C38 1.42754 -1.99548 5.62070  -0.0027
C39 0.83206 -1.29004 4.59130  -0.1048
H35 5.02894 -3.36345 -1.14318  0.1051
H36 4.27816 -5.21656 0.38034  0.1066
H37 2.58504 -4.68382 2.14085  0.1084
H38 4.02255 -1.14109 -0.85995  0.0670
H39 -3.67358 2.22847 3.71846  0.1172
H40 -5.34628 2.70626 1.90847  0.1144
H41 -4.77971 1.92123 -0.42275  0.1162
H42 -2.61921 0.89177 -0.81188  0.0118
H43 -1.17559 0.84652 6.28557  0.1109
H44 -0.11783 -0.38789 8.18418  0.1012
H45 1.51834 -2.17047 7.75194  0.1019
H46 2.13748 -2.78379 5.40879  0.1136
N12 -0.28695 6.94421 6.22313  0.1022
C40 -0.27116 6.26080 5.02069  -0.3163
C41 0.11722 6.90389 3.84317  -0.0236
C42 0.09891 6.22833 2.63820  -0.0671
C43 -0.31854 4.90511 2.59170  -0.3227
C44 -0.71039 4.25267 3.75485  -0.0485
C45 -0.68324 4.92520 4.95901  -0.0174
S4 -0.37444 4.10348 1.02184  0.5802
O1 0.46548 4.87812 0.15170  -0.2964
O2 -1.73762 3.85656 0.65821  -0.2859
N13 0.30670 2.63136 1.29730  -0.2187
C46 1.57136 2.57428 1.82566  -0.7221
S5 2.69043 3.82026 2.24987  1.1075
C47 3.81844 2.59906 2.72248  -0.3731
C48 3.30575 1.36974 2.51834  -0.2127
N14 2.02395 1.36736 2.03237  -0.0346
H47 0.27716 7.77416 6.28324  0.0905
H48 -0.29718 6.38863 7.06090  0.0899
H49 0.44245 7.93673 3.88052  0.1121
H50 0.42032 6.71241 1.72613  0.1159
H51 -1.00758 3.21338 3.73016  0.0865
H52 -0.97759 4.41527 5.86925  0.1115
H53 4.78785 2.86146 3.10941  0.0672
H54 3.79851 0.42818 2.70738  0.1148
O3 3.49409 2.15811 -0.56686  -0.4619
S6 2.71011 1.14698 -1.26066  0.7875
N15 1.51774 0.59650 -0.56229  -0.5340

As for the HOMO energy: -6.6699 eV. For the total energy, the calculation gives -6172.27664 a.u. The energy above the lowest of the compared OMol25 structures with the same formula, charge and spin comes out at 1.111 eV.

=====

Among the records above, which one has the lowest energy above the lowest of the compared OMol25 structures with the same formula, charge and spin? number 2